Record 1
Density functional theory data (the ωB97M-V functional and the def2-TZVPD basis) for an isolated molecule of C5H10O2.

Atoms and positions in Å:
C: -2.098 -0.512 0.467
C: -1.148 0.282 -0.425
O: -0.975 1.619 -0.023
C: 0.253 -0.575 -0.381
C: 1.476 0.292 -0.675
C: 1.970 -0.149 0.709
O: 0.751 -0.878 0.942
H: -3.080 -0.061 0.645
H: -2.258 -1.493 -0.003
H: -1.602 -0.669 1.429
H: -1.467 0.251 -1.489
H: -0.020 1.881 -0.240
H: 0.019 -1.497 -0.939
H: 2.062 0.221 -1.594
H: 1.169 1.403 -0.593
H: 2.095 0.687 1.411
H: 2.852 -0.800 0.759

Cartesian forces, eV/Å:
0.066 0.123 0.011
1.432 -1.384 -0.049
1.296 0.301 0.007
-1.596 1.117 -0.233
-0.330 1.591 0.048
0.227 0.101 -0.062
-0.246 0.154 -0.136
0.244 0.154 -0.204
0.008 0.191 0.151
-0.186 0.006 -0.051
0.081 -0.026 0.379
-2.455 -0.340 0.514
0.522 0.298 -0.003
-0.010 -0.398 0.290
1.147 -1.683 -0.509
-0.002 -0.277 -0.018
-0.198 0.072 -0.133

* net charge: 0
* highest occupied orbital energy: -0.353 Ha
* SMILES string: C[C@@H](O)[C@H]1CCO1
* energy relative to the best compared isomer or geometry (same formula, charge and spin): 2.831 eV
* HOMO-LUMO gap: 10.50 eV
* E: -9440.2123 eV

Record 2
Density functional theory data (the ωB97M-V functional and the def2-TZVPD basis) for an isolated molecule of C5H10O2.

Atoms and positions in Å:
C: -2.209 -0.549 0.285
C: -1.050 0.258 -0.291
O: -0.876 1.475 0.404
C: 0.274 -0.506 -0.269
C: 1.474 0.203 -0.911
C: 2.080 0.149 0.495
O: 0.878 -0.426 1.046
H: -3.103 0.080 0.336
H: -2.435 -1.423 -0.336
H: -1.971 -0.896 1.297
H: -1.270 0.524 -1.333
H: -0.420 1.217 1.222
H: 0.138 -1.554 -0.567
H: 2.003 -0.349 -1.690
H: 1.236 1.213 -1.254
H: 2.320 1.114 0.955
H: 2.932 -0.530 0.612

Cartesian forces, eV/Å:
-0.019 -0.032 0.037
-0.063 -0.218 -0.190
0.072 0.028 0.208
-0.196 -0.063 -0.149
0.025 0.064 -0.100
0.322 0.099 0.025
-0.059 -0.100 0.074
0.131 -0.096 0.002
0.074 0.119 0.083
-0.023 0.053 -0.121
0.033 -0.053 0.107
-0.069 0.183 -0.096
-0.019 0.153 0.001
-0.085 0.081 0.137
0.052 -0.153 0.034
-0.058 -0.138 -0.044
-0.117 0.073 -0.009

* net charge: 0
* highest occupied orbital energy: -0.364 Ha
* SMILES string: C[C@@H](O)[C@H]1CCO1
* energy relative to the best compared isomer or geometry (same formula, charge and spin): 1.964 eV
* HOMO-LUMO gap: 10.98 eV
* E: -9441.0795 eV

Record 3
Density functional theory data (the ωB97M-V functional and the def2-TZVPD basis) for an isolated molecule of C5H10O2.

Atoms and positions in Å:
C: -2.044 -0.345 -0.440
C: -0.983 0.425 0.322
O: -1.461 0.669 1.631
C: 0.316 -0.352 0.418
C: 1.179 -0.482 -0.842
C: 2.188 0.373 -0.063
O: 1.326 0.432 1.088
H: -3.002 0.176 -0.368
H: -1.776 -0.436 -1.499
H: -2.164 -1.351 -0.022
H: -0.774 1.380 -0.190
H: -0.723 1.062 2.119
H: 0.126 -1.287 0.962
H: 1.499 -1.500 -1.073
H: 0.760 -0.019 -1.741
H: 2.392 1.370 -0.474
H: 3.141 -0.115 0.173

Cartesian forces, eV/Å:
-0.026 -0.039 -0.027
0.071 -0.123 -0.310
0.142 0.168 0.153
-0.246 -0.170 0.010
-0.027 -0.039 -0.150
0.313 0.063 -0.188
0.029 0.044 0.141
0.110 -0.063 -0.017
-0.029 0.008 0.164
-0.011 0.144 -0.028
-0.023 -0.114 0.069
-0.169 -0.036 0.010
0.029 0.105 -0.074
-0.020 0.204 0.026
0.067 -0.051 0.160
-0.069 -0.159 0.077
-0.141 0.057 -0.015

* net charge: 0
* highest occupied orbital energy: -0.355 Ha
* SMILES string: C[C@@H](O)[C@H]1CCO1
* energy relative to the best compared isomer or geometry (same formula, charge and spin): 1.965 eV
* HOMO-LUMO gap: 10.72 eV
* E: -9441.0784 eV

Record 4
Density functional theory data (the ωB97M-V functional and the def2-TZVPD basis) for a 2-piece molecular cluster, C5H10O2 overall.

Atoms and positions in Å:
O: 1.888 -0.457 2.039
C: 1.520 -0.579 -0.711
C: 0.252 -0.210 -0.545
C: -0.277 1.171 -0.224
C: -1.729 0.870 0.166
O: -2.091 -0.278 -0.582
C: -0.955 -1.111 -0.715
H: 2.370 0.292 1.672
H: 2.338 0.134 -0.656
H: 1.799 -1.614 -0.886
H: 1.162 -0.568 1.410
H: 0.274 1.679 0.575
H: -0.235 1.795 -1.122
H: -2.426 1.670 -0.099
H: -1.812 0.678 1.247
H: -0.965 -1.542 -1.721
H: -0.979 -1.939 0.011

Cartesian forces, eV/Å:
-0.018 0.150 0.423
-0.305 0.086 -0.237
0.265 -0.068 -0.335
-0.016 0.051 -0.040
0.012 0.242 0.121
-0.120 -0.017 -0.059
0.146 -0.194 -0.091
0.020 -0.096 0.143
-0.145 -0.082 0.065
-0.098 0.139 -0.117
0.262 -0.096 0.176
-0.046 -0.130 -0.166
-0.063 -0.015 0.099
0.101 -0.112 0.066
0.038 -0.028 -0.160
-0.075 -0.028 0.133
0.041 0.197 -0.020

* net charge: 0
* highest occupied orbital energy: -0.354 Ha
* SMILES string: C=C1CCOC1.O
* energy relative to the best compared isomer or geometry (same formula, charge and spin): 2.165 eV
* HOMO-LUMO gap: 10.42 eV
* E: -9440.8783 eV

Record 5
Density functional theory data (the ωB97M-V functional and the def2-TZVPD basis) for an isolated molecule of C5H10O2.

Atoms and positions in Å:
O: 2.758 -0.414 -0.944
C: 1.743 -0.910 -0.108
C: 0.389 -0.301 -0.399
C: -0.727 -0.805 0.499
C: -1.781 0.291 0.304
C: -0.924 1.545 0.033
O: 0.427 1.094 -0.134
H: 2.770 0.542 -0.814
H: 1.986 -0.749 0.952
H: 1.694 -1.989 -0.282
H: 0.145 -0.473 -1.462
H: -0.364 -0.817 1.535
H: -1.065 -1.808 0.228
H: -2.452 0.403 1.157
H: -2.409 0.056 -0.558
H: -0.940 2.257 0.865
H: -1.252 2.078 -0.870

Cartesian forces, eV/Å:
0.141 0.307 -0.081
-0.213 -0.168 0.205
0.098 -0.269 -0.012
-0.057 -0.068 0.017
-0.068 -0.082 -0.013
-0.046 0.134 0.030
-0.050 0.114 -0.022
0.067 -0.039 -0.109
-0.032 0.016 -0.049
-0.028 0.088 0.025
-0.007 0.030 0.105
-0.070 -0.040 -0.145
-0.056 0.142 0.054
0.138 0.052 0.003
0.076 0.029 -0.014
0.057 -0.129 -0.102
0.050 -0.117 0.108

* net charge: 0
* highest occupied orbital energy: -0.362 Ha
* SMILES string: OC[C@H]1CCCO1
* energy relative to the best compared isomer or geometry (same formula, charge and spin): 1.349 eV
* HOMO-LUMO gap: 10.88 eV
* E: -9441.6938 eV

Record 6
Density functional theory data (the ωB97M-V functional and the def2-TZVPD basis) for C5H10O2Pm as an isolated structure.

Atoms and positions in Å:
C: -0.484 -2.670 -0.851
O: 0.169 -1.427 -1.000
C: 1.153 -1.076 0.011
C: 1.859 0.144 -0.483
H: -1.207 -2.763 -1.668
H: 0.270 -3.469 -0.897
H: -1.008 -2.725 0.116
H: 1.831 -1.936 0.098
H: 2.775 -0.071 -1.050
H: 2.047 0.875 0.316
C: -0.826 2.898 1.413
C: -1.766 1.997 0.813
O: -1.688 1.769 -0.433
Pm: 0.054 0.913 -1.895
H: -1.140 3.543 2.234
H: 0.161 2.985 0.950
H: -2.772 1.973 1.264
H: 0.570 -0.958 1.062

Cartesian forces, eV/Å:
-0.451 -1.099 0.229
-0.127 2.366 -0.863
-0.816 -0.865 2.369
-0.886 1.404 -0.597
0.229 -0.110 0.214
-0.314 0.169 -0.071
0.156 0.095 -0.272
-0.212 0.127 0.164
-0.149 0.064 0.226
0.240 -0.195 -0.174
0.021 -0.908 -0.179
-1.005 3.059 -0.507
1.581 -1.537 -0.056
-0.040 -1.493 1.479
0.268 -0.322 -0.030
-0.250 0.256 0.336
0.374 -0.866 0.072
1.381 -0.146 -2.341

* net charge: +2
* highest occupied orbital energy (alpha / beta): -0.625 / -0.625 Ha
* 2S+1: 6
* energy relative to the best compared isomer or geometry (same formula, charge and spin): 0.000 eV
* HOMO-LUMO gap (alpha / beta): 7.57 / 6.84 eV
* E: -25976.2223 eV

Record 7
Density functional theory data (the ωB97M-V functional and the def2-TZVPD basis) for C5H10O3 as an isolated structure.

Atoms and positions in Å:
C: 2.407 -0.369 0.121
C: 0.152 0.216 -0.226
C: 0.709 1.523 -0.424
C: -1.330 0.241 0.229
C: -1.827 -1.087 -0.390
H: 2.215 0.758 0.786
H: 3.063 -0.602 -1.025
H: 2.873 -1.037 1.010
H: 0.146 2.483 -0.060
H: 1.674 1.660 -0.653
H: -0.932 0.164 1.259
H: -2.223 1.919 0.591
H: -1.552 -0.698 -1.440
H: -2.813 -1.299 -0.118
H: -0.173 -1.915 0.290
O: 0.884 -0.934 -0.036
O: -2.237 1.152 0.091
O: -1.036 -2.177 -0.006

Cartesian forces, eV/Å:
0.412 -1.660 1.913
1.056 6.537 -0.776
-5.176 -2.002 1.795
4.189 -5.644 2.704
2.868 1.787 -0.588
1.013 -3.448 -2.838
-2.327 1.362 3.885
-1.054 0.978 -2.567
0.594 -2.136 -1.362
2.992 0.747 -0.928
-1.439 -0.532 0.892
0.681 2.011 1.570
-1.556 -1.620 0.404
-1.732 -0.143 -0.294
0.232 -0.154 0.112
4.183 4.246 -0.461
-2.640 1.135 -3.281
-2.294 -1.460 -0.179

* net charge: 0
* highest occupied orbital energy: -0.316 Ha
* energy relative to the best compared isomer or geometry (same formula, charge and spin): 7.673 eV
* HOMO-LUMO gap: 9.06 eV
* E: -11482.5136 eV

Record 8
Density functional theory data (the ωB97M-V functional and the def2-TZVPD basis) for a 2-piece molecular cluster, C5H10O3 overall.

Atoms and positions in Å:
C: 2.042 -1.052 0.075
C: 0.759 -1.343 -0.103
C: 0.772 1.591 0.784
C: -2.657 -0.280 0.143
C: -0.250 -0.462 0.272
O: -0.090 0.602 -2.046
O: -0.185 0.658 0.898
O: -1.424 -1.089 0.178
H: 2.665 -1.803 -0.375
H: 2.406 -0.080 0.228
H: 0.489 -2.345 -0.440
H: 1.481 1.408 1.561
H: 0.464 2.523 1.025
H: 1.253 1.475 -0.139
H: -3.281 -0.415 1.090
H: -3.108 -0.535 -0.861
H: -2.259 0.714 -0.046
H: 0.923 0.433 -2.245

Cartesian forces, eV/Å:
-0.136 -1.305 -1.655
2.140 -1.015 0.335
3.482 -1.042 0.445
0.556 -0.013 -0.881
-3.186 0.106 -1.657
2.934 -1.026 0.876
-3.750 -2.039 0.528
0.017 1.116 0.813
0.865 -0.040 0.457
0.573 0.721 0.648
-0.269 0.614 0.011
1.017 -0.346 0.650
-1.789 2.876 0.015
0.405 0.575 -1.577
0.940 0.135 -1.585
-0.028 -0.188 1.524
-0.645 0.412 0.562
-3.126 0.459 0.491

* net charge: 0
* highest occupied orbital energy (alpha / beta): -0.277 / -0.277 Ha
* energy relative to the best compared isomer or geometry (same formula, charge and spin): 6.017 eV
* HOMO-LUMO gap (alpha / beta): 7.06 / 7.06 eV
* E: -11484.1697 eV